{
  "formula": "C36H40N2PdS3Sb",
  "method": "the ωB97M-V functional and the def2-TZVPD basis",
  "total_energy_ha": -3068.1467,
  "charge": -2,
  "s2": 1.170,
  "homo_lumo_gap_ha": [0.1807, 0.1745],
  "multiplicity": 2,
  "symbols": ["C", "C", "C", "Sb", "C", "H", "H", "H", "C", "H", "C", "C", "H", "C", "H", "C", "S", "H", "H", "H", "C", "H", "C", "C", "C", "C", "C", "H", "H", "H", "H", "C", "H", "H", "N", "H", "H", "C", "H", "H", "H", "H", "H", "H", "H", "C", "C", "S", "C", "H", "H", "H", "C", "S", "C", "Pd", "H", "C", "H", "C", "C", "C", "H", "C", "C", "C", "C", "H", "C", "H", "C", "H", "C", "H", "C", "H", "H", "C", "H", "H", "H", "C", "N"],
  "coordinates": [[1.33, -3.50, 2.15], [-3.15, 2.44, -2.72], [1.04, 0.56, -4.47], [-4.14, 0.59, 3.77], [-3.09, -0.32, -2.28], [-1.29, -2.39, -1.17], [5.49, -0.80, -1.01], [-4.42, -0.43, -3.95], [2.85, 2.49, 1.90], [3.44, -3.36, 3.76], [2.16, -0.43, -0.63], [-3.95, -2.05, -0.73], [2.18, -3.44, 0.13], [-2.31, 0.55, -1.48], [3.84, 0.88, 4.05], [3.79, -1.26, 3.98], [-6.35, 0.85, 3.19], [-3.51, 3.57, 0.20], [-3.88, -3.09, -0.40], [0.31, 2.80, -1.68], [4.18, -0.27, -2.58], [-5.00, -1.76, -0.79], [-3.85, 1.60, -3.56], [-0.06, -3.60, 2.79], [-0.16, -0.06, -0.85], [2.84, 0.00, -2.97], [-2.38, 1.94, -1.67], [0.73, 3.19, 3.50], [3.75, -0.97, 0.73], [0.69, 0.82, -5.46], [0.97, 1.50, 1.72], [-1.87, -2.58, -2.07], [3.30, 2.06, 1.01], [4.97, -0.21, -3.32], [-1.44, 0.02, -0.50], [4.63, -1.38, 4.65], [-4.43, 2.00, -4.38], [0.49, 0.14, -2.16], [-2.08, -3.65, -2.12], [1.94, -4.33, 2.52], [2.43, 3.47, 1.64], [3.65, 2.67, 2.63], [0.02, -3.61, 3.88], [-2.12, 4.59, 0.54], [-3.80, -2.20, -2.87], [2.27, 0.19, 2.77], [1.64, -0.95, 2.22], [-2.59, 1.89, 2.56], [0.85, -0.45, 0.09], [-0.72, 4.10, -2.29], [-1.34, 2.34, 0.13], [-2.90, 4.68, -1.05], [-3.20, -1.81, -2.04], [-3.19, -1.53, 3.31], [1.12, 2.19, 3.72], [-2.04, -0.33, 1.57], [-3.19, 3.51, -2.88], [4.47, -0.60, -1.29], [-0.56, -4.52, 2.47], [2.04, -2.24, 2.61], [-2.61, 4.00, -0.24], [1.88, -0.09, -1.97], [1.85, 2.28, 4.53], [-1.66, 2.91, -0.74], [-0.43, 3.54, -1.39], [-3.83, 0.23, -3.32], [3.34, 0.01, 3.63], [-1.26, -2.31, -2.93], [2.37, 0.34, -4.27], [0.04, 4.25, -0.70], [1.24, -3.67, 0.63], [-3.48, -1.41, 0.02], [0.07, 0.46, -3.43], [0.28, 1.59, 4.05], [1.76, 1.59, 2.47], [-0.69, -2.76, 2.50], [-0.97, 0.66, -3.66], [3.46, -0.69, -0.28], [0.47, -3.03, 0.20], [0.97, -4.71, 0.40], [3.08, 0.43, -5.09], [3.12, -2.36, 3.47], [0.58, -0.76, 1.33]],
  "lowdin_spin": [0.00, 0.00, 0.00, 0.29, 0.00, 0.00, 0.00, 0.00, 0.00, 0.00, 0.01, -0.01, 0.00, 0.02, 0.00, 0.00, 0.19, 0.00, 0.00, 0.00, 0.00, 0.00, 0.00, 0.00, 0.10, 0.01, 0.00, 0.00, 0.00, 0.00, 0.00, 0.00, 0.00, 0.00, 0.16, 0.00, 0.00, 0.02, 0.00, 0.00, 0.00, 0.00, 0.00, 0.00, 0.00, 0.00, 0.01, 0.09, 0.06, 0.00, 0.00, 0.00, 0.00, 0.11, 0.00, -0.30, 0.00, 0.00, 0.00, 0.00, 0.00, 0.03, 0.00, 0.00, 0.00, 0.00, 0.00, 0.00, 0.02, 0.00, 0.00, -0.01, 0.02, 0.00, 0.00, 0.00, 0.00, 0.00, 0.00, 0.00, 0.00, 0.00, 0.12]
}